Density functional theory data (the ωB97M-V functional and the def2-TZVPD basis) for a 2-piece molecular cluster, C5H7Br2N overall at a distorted geometry.

Each line ends with the natural charge from an NBO analysis.
Positions of all 15 atoms, in Å:
C -0.2600 1.1678 1.0234  0.179
C 0.4372 -2.0666 1.2045  -0.622
C -0.4046 2.2211 -1.7814  -0.478
C 0.4919 -1.0779 -0.0321  -0.252
C -0.4716 -0.0226 0.2771  -0.123
N 0.0639 2.1493 1.5312  -0.254
Br 2.4657 -0.4412 -0.2539  -0.026
Br -2.2478 -0.4185 -0.2445  0.141
H 0.6842 -1.4201 2.0573  0.220
H -0.5987 -2.4362 1.2826  0.220
H 1.1093 -2.9430 1.2430  0.237
H -1.3898 1.9546 -1.5155  0.150
H 0.0863 2.8938 -1.0587  0.191
H -0.1915 2.0815 -2.8048  0.170
H 0.2254 -1.6420 -0.9283  0.246

Summary:
Charge = 0
Total energy = -146869.279 eV
ΔE to the lowest compared entry with this formula, charge and spin = 69.93 kcal/mol
Spin multiplicity = 1
HOMO-LUMO gap (alpha / beta) = 7.269 / 8.934 eV

=====

Density functional theory data (the ωB97M-V functional and the def2-TZVPD basis) for an isolated ion of composition C5H7BrN3 and charge +1 at a distorted geometry.

Each line ends with the natural charge from an NBO analysis.
Positions of all 16 atoms, in Å:
H -2.3845 -1.7187 -1.2843  0.360
N -1.5379 -1.2600 -1.3381  -0.562
C -1.1495 -0.9717 -0.1751  0.355
C -1.5132 -1.2014 1.1686  -0.727
C 0.1750 0.1468 -0.3731  0.384
N 0.8700 0.5362 0.7047  -0.516
C 1.8835 1.3462 0.2610  0.032
Br 2.8046 2.1241 1.6914  0.196
C 1.8129 1.3771 -1.1465  -0.050
N 0.7309 0.6341 -1.4844  -0.458
H -2.3251 -1.9981 1.2364  0.278
H -1.8929 -0.2728 1.5299  0.261
H -0.7024 -1.4916 1.7945  0.245
H 0.6884 0.1818 1.6980  0.478
H 2.2512 1.8967 -1.8848  0.249
H 0.2891 0.6713 -2.3984  0.474

Summary:
Charge = +1
Structure (SMILES) = [H]/N=C(\C)c1[nH]c(Br)c[nH+]1
Total energy = -79803.293 eV
ΔE to the lowest compared entry with this formula, charge and spin = 0.00 kcal/mol
Spin multiplicity = 1
HOMO-LUMO gap = 9.874 eV

=====

Density functional theory data (the ωB97M-V functional and the def2-TZVPD basis) for an isolated ion of composition C5H7BrNS and charge +1 at a distorted geometry.

Each line ends with the natural charge from an NBO analysis.
Positions of all 15 atoms, in Å:
C 2.3933 0.1032 -0.3417  -0.490
C 0.3501 0.5563 -1.6500  -0.239
C 1.3599 0.1578 0.6428  0.125
C -1.6222 -0.8815 0.2766  -0.622
C -1.1353 0.4846 0.5162  -0.216
N 0.2500 0.4680 0.0582  -0.289
S 1.8742 0.1115 -1.9419  0.815
Br 1.7148 0.0950 2.4540  0.251
H 3.3598 -0.1827 -0.1815  0.265
H -0.5330 0.8523 -2.0326  0.253
H -2.6394 -0.9545 0.5985  0.245
H -1.0407 -1.4866 0.9562  0.215
H -1.4954 -1.3615 -0.6626  0.228
H -1.2475 0.8204 1.5134  0.245
H -1.5884 1.2176 -0.2055  0.213

Summary:
Charge = +1
Total energy = -87656.686 eV
ΔE to the lowest compared entry with this formula, charge and spin = 43.71 kcal/mol
Spin multiplicity = 1
HOMO-LUMO gap = 8.695 eV

=====

Density functional theory data (the ωB97M-V functional and the def2-TZVPD basis) for a 2-piece molecular cluster, C5H7Cl2NO overall at a distorted geometry.

Each line ends with the natural charge from an NBO analysis.
Positions of all 16 atoms, in Å:
C 0.2355 0.2744 -0.1216  0.614
C 2.4230 0.3933 -0.0312  -0.272
C 1.8058 1.8151 -0.2098  -0.107
C -2.1140 -1.9219 0.2225  -0.699
C -2.0669 -0.4715 -0.1013  -0.055
N 1.1622 -0.4428 0.3120  -0.562
O 0.3732 1.4947 -0.5890  -0.527
Cl -2.8873 -0.1189 -1.5467  0.066
Cl -2.4849 0.6541 1.2141  0.004
H 2.9997 0.1480 -0.8991  0.200
H 3.0069 0.4888 0.8734  0.207
H 1.6398 2.1769 0.7885  0.192
H 2.3342 2.4778 -1.0109  0.216
H -3.1991 -2.2913 0.3927  0.234
H -1.4274 -2.0724 1.1597  0.249
H -1.8008 -2.6041 -0.4532  0.239

Summary:
Charge = 0
Total energy = -33876.473 eV
ΔE to the lowest compared entry with this formula, charge and spin = 77.17 kcal/mol
Spin multiplicity = 1
HOMO-LUMO gap (alpha / beta) = 8.190 / 8.189 eV

=====

Density functional theory data (the ωB97M-V functional and the def2-TZVPD basis) for C5H7ClF2N2O3S2 as an isolated structure at a distorted geometry.

Each line ends with the natural charge from an NBO analysis.
Positions of all 22 atoms, in Å:
C 0.7915 1.9473 -1.5155  -0.396
C 0.9319 1.1381 -0.5216  -0.512
C -1.2883 0.7103 -0.1297  0.421
C -1.1254 -1.5890 -0.1108  -0.142
C -2.0939 -2.1445 0.9653  0.552
N -1.5852 1.8974 -0.7117  -0.596
N 3.5485 0.6366 0.1657  -1.085
O 1.5383 -0.1792 1.6029  -0.948
O 1.8956 -1.2678 -0.4793  -0.953
O -1.6732 -0.4575 -0.6890  -0.469
F -2.2925 -1.1612 1.8680  -0.353
F -3.2586 -2.5517 0.4934  -0.323
S -0.7786 2.4777 -2.0497  0.550
S 1.9289 -0.0033 0.2535  2.265
Cl -2.0740 3.2835 0.2787  0.144
H 1.4893 2.5981 -2.0017  0.236
H -1.1901 0.6480 0.9022  0.215
H -0.1666 -1.4491 0.2972  0.230
H -1.0716 -2.2878 -0.8815  0.210
H -1.6322 -2.9491 1.5605  0.129
H 3.9808 0.6804 1.1823  0.414
H 4.1255 0.0229 -0.4791  0.410

Summary:
Charge = 0
Total energy = -54043.049 eV
Spin multiplicity = 1
HOMO-LUMO gap = 8.388 eV

=====

Density functional theory data (the ωB97M-V functional and the def2-TZVPD basis) for C5H7ClN2 in the gas phase at a distorted geometry.

Each line ends with the natural charge from an NBO analysis.
Positions of all 15 atoms, in Å:
N 3.8384 0.8154 0.2417  -0.278
C 2.8204 0.1360 0.1551  0.247
C 1.5512 -0.6652 0.6062  -0.290
Cl 1.4790 -2.0548 -0.5489  -0.035
C 0.4372 0.2976 0.3769  -0.264
N -0.9660 -0.2919 0.3466  -0.434
C -1.9282 0.9273 -0.1833  -0.290
C -1.7858 -0.5378 -0.7774  -0.245
H 1.5591 -1.2127 1.6403  0.285
H 0.3076 0.9035 1.4202  0.255
H 0.6125 0.8558 -0.6934  0.211
H -1.5097 1.7353 -0.6823  0.194
H -2.6723 1.3197 0.6848  0.226
H -1.1493 -0.8029 -1.7468  0.195
H -2.5941 -1.4251 -0.8395  0.224

Summary:
Charge = 0
Structure (SMILES) = N#C[C@H](Cl)CN1CC1
Total energy = -20796.051 eV
ΔE to the lowest compared entry with this formula, charge and spin = 120.30 kcal/mol
Spin multiplicity = 1
HOMO-LUMO gap = 9.961 eV

=====

Density functional theory data (the ωB97M-V functional and the def2-TZVPD basis) for C5H7ClN2 in the gas phase at a distorted geometry.

Each line ends with the natural charge from an NBO analysis.
Positions of all 15 atoms, in Å:
C -0.6285 1.3143 -1.0402  -0.238
C -1.6376 1.5322 -0.2229  -0.076
C 0.5459 0.5772 -0.5036  -0.467
C 0.1030 -0.6421 0.2994  0.127
C 1.1566 -1.5197 0.8233  -0.627
N -1.5791 0.8354 1.0471  -0.102
N -0.7144 0.0289 1.3678  -0.152
Cl -0.9070 -1.7057 -0.7174  -0.062
H -0.3997 1.7021 -2.0154  0.232
H -2.6190 1.9523 -0.4341  0.226
H 1.1300 0.1252 -1.3861  0.222
H 1.2802 1.1266 0.0239  0.233
H 0.7973 -2.2554 1.4210  0.231
H 1.8354 -0.9434 1.4053  0.221
H 1.6369 -2.1278 -0.0681  0.231

Summary:
Charge = 0
<S²> = 2.019
Total energy = -20796.883 eV
ΔE to the lowest compared entry with this formula, charge and spin = 0.00 kcal/mol
Spin multiplicity = 3
HOMO-LUMO gap (alpha / beta) = 7.961 / 8.537 eV

=====

Density functional theory data (the ωB97M-V functional and the def2-TZVPD basis) for C5H7ClO in the gas phase at a distorted geometry.

Each line ends with the natural charge from an NBO analysis.
Positions of all 14 atoms, in Å:
C 0.9848 -1.2582 0.6731  -0.618
C -0.2556 -0.8639 -0.2114  -0.184
C -1.1857 0.1807 0.2662  -0.200
Cl -2.9373 -0.1479 0.1267  -0.035
C -0.2963 0.5490 -0.8218  -0.410
C 0.6387 1.5907 -0.4679  0.437
O 0.9767 1.8798 0.6575  -0.527
H 1.6742 -0.4972 0.3099  0.226
H 1.1481 -2.3057 0.4281  0.225
H 0.6194 -1.0369 1.7357  0.222
H -0.6427 -1.7213 -0.8641  0.242
H -0.9189 0.6205 1.3672  0.260
H -0.6984 0.7101 -1.8265  0.247
H 0.8930 2.3002 -1.3725  0.115

Summary:
Charge = 0
Structure (SMILES) = C[C@H]1[C@H](Cl)[C@H]1C=O
Total energy = -19866.317 eV
ΔE to the lowest compared entry with this formula, charge and spin = 37.70 kcal/mol
Spin multiplicity = 1
HOMO-LUMO gap = 10.590 eV

=====

Density functional theory data (the ωB97M-V functional and the def2-TZVPD basis) for C5H7ClO2 in the gas phase at a distorted geometry.

Each line ends with the natural charge from an NBO analysis.
Positions of all 15 atoms, in Å:
C -2.2514 -0.4498 0.1512  0.852
C -0.0486 -0.9702 1.0796  -0.358
C 0.0197 -0.0176 -0.0957  0.194
C 0.9846 -0.3426 -1.2378  -0.653
C 0.3755 1.4539 0.4951  -0.612
O -3.4222 -0.5004 0.2314  -0.491
O -1.3386 0.1101 -0.5918  -0.519
Cl 0.1454 -2.6254 0.7690  0.015
H 0.5275 -0.5958 2.0173  0.219
H 2.0603 -0.2712 -0.8614  0.230
H 0.8125 0.4302 -2.0447  0.234
H 0.7426 -1.4193 -1.4738  0.237
H 1.3213 1.2887 0.9389  0.211
H -0.4667 1.7858 1.0901  0.227
H 0.5381 2.1237 -0.4673  0.213

Summary:
Charge = 0
Total energy = -21912.326 eV
ΔE to the lowest compared entry with this formula, charge and spin = 78.32 kcal/mol
Spin multiplicity = 1
HOMO-LUMO gap (alpha / beta) = 7.793 / 8.576 eV

=====

Density functional theory data (the ωB97M-V functional and the def2-TZVPD basis) for C5H7ClOS in the gas phase at a distorted geometry.

Each line ends with the natural charge from an NBO analysis.
Positions of all 15 atoms, in Å:
Cl 3.1692 -0.5110 -0.5409  -0.080
C 2.1894 0.4698 0.6023  -0.363
C 0.9751 1.0818 -0.0962  -0.449
C -0.3241 0.2601 -0.0185  -0.232
C -0.4906 -1.0424 0.2461  0.081
O -1.7880 -1.5250 0.2150  -0.498
C -2.5965 -0.6515 -0.5040  -0.179
S -1.9038 1.0246 -0.2610  0.207
H 2.8336 1.2908 0.9668  0.223
H 1.9001 -0.2213 1.4286  0.225
H 0.7897 2.0721 0.4006  0.225
H 1.2242 1.3105 -1.1590  0.242
H 0.1969 -1.8293 0.3436  0.209
H -3.5919 -0.8121 -0.0715  0.212
H -2.5833 -0.9174 -1.5519  0.176

Summary:
Charge = 0
Structure (SMILES) = ClCCC1=COCS1
Total energy = -30702.575 eV
ΔE to the lowest compared entry with this formula, charge and spin = 18.46 kcal/mol
Spin multiplicity = 1
HOMO-LUMO gap = 8.878 eV

=====

Density functional theory data (the ωB97M-V functional and the def2-TZVPD basis) for C5H7ClOS in the gas phase at a distorted geometry.

Each line ends with the natural charge from an NBO analysis.
Positions of all 15 atoms, in Å:
Cl -0.3336 -2.9969 0.6846  -0.018
C -0.0019 -1.2175 0.8218  -0.197
C -0.7554 -0.1631 0.1049  -0.356
C -1.2028 1.1365 0.5628  -0.423
S -0.2127 2.4724 -0.4490  0.094
C 0.7899 1.2808 -1.5322  -0.187
O 1.6726 0.2177 -0.7962  -0.522
C 0.6978 -0.1036 0.3564  0.074
H -0.2042 -1.1793 1.9923  0.228
H -1.0488 -0.4714 -0.8870  0.241
H -0.9188 1.2163 1.7849  0.227
H -2.1009 1.5208 0.1849  0.226
H 1.5689 1.7082 -2.1055  0.218
H 0.2180 0.6946 -2.1612  0.175
H 1.0133 0.5577 1.2248  0.220

Summary:
Charge = 0
Structure (SMILES) = Cl[C@@H]1[C@H]2CSCO[C@H]12
Total energy = -30698.577 eV
ΔE to the lowest compared entry with this formula, charge and spin = 110.66 kcal/mol
Spin multiplicity = 1
HOMO-LUMO gap = 9.856 eV

=====

Density functional theory data (the ωB97M-V functional and the def2-TZVPD basis) for C5H7ClS2 in the gas phase at a distorted geometry.

Each line ends with the natural charge from an NBO analysis.
Positions of all 15 atoms, in Å:
C 2.6606 0.1048 -1.7532  -0.391
C 1.3260 -0.0233 -1.6303  -0.028
Cl 0.2281 0.3958 -2.9247  -0.007
C 0.6397 -0.4353 -0.3949  -0.591
S -0.2442 0.8904 0.4836  0.308
C -0.9929 -0.0202 1.8322  -0.253
C -1.8976 0.8902 2.5815  -0.691
S -0.7227 -1.6061 2.1087  -0.007
H 3.1970 0.5322 -2.6292  0.225
H 3.2957 -0.0781 -0.8878  0.211
H -0.1495 -1.1582 -0.6010  0.253
H 1.3511 -0.8867 0.2901  0.252
H -1.5734 1.8944 2.5691  0.230
H -2.9340 0.8012 2.1344  0.250
H -2.0094 0.5211 3.5571  0.240

Summary:
Charge = 0
Structure (SMILES) = C=C(Cl)CSC(C)=S
Total energy = -39490.486 eV
ΔE to the lowest compared entry with this formula, charge and spin = 13.76 kcal/mol
Spin multiplicity = 1
HOMO-LUMO gap = 8.669 eV

=====

The highest spin multiplicity belongs to which entry?
number 7

=====

What is the total energy in the tenth record?
-30702.575 eV

=====

Look up the spin multiplicity of the eleventh one.
1